{"formula": "C33H105N17O16", "method": "ωB97M-V/def2-TZVPD", "symbols": ["C", "C", "C", "O", "C", "N", "H", "H", "H", "H", "H", "H", "H", "H", "H", "H", "H", "C", "C", "C", "O", "C", "N", "H", "H", "H", "H", "H", "H", "H", "H", "H", "H", "H", "C", "C", "C", "O", "C", "N", "H", "H", "H", "H", "H", "H", "H", "H", "H", "H", "H", "C", "C", "C", "O", "C", "N", "H", "H", "H", "H", "H", "H", "H", "H", "H", "H", "H", "C", "C", "C", "O", "C", "N", "H", "H", "H", "H", "H", "H", "H", "H", "H", "H", "H", "C", "C", "C", "O", "C", "N", "H", "H", "H", "H", "H", "H", "H", "H", "H", "H", "H", "C", "C", "C", "O", "C", "N", "H", "H", "H", "H", "H", "H", "H", "H", "H", "H", "H", "C", "O", "N", "N", "H", "H", "H", "H", "C", "O", "N", "N", "H", "H", "H", "H", "C", "O", "N", "N", "H", "H", "H", "H", "C", "O", "N", "N", "H", "H", "H", "H", "C", "O", "N", "N", "H", "H", "H", "H", "O", "H", "H", "O", "H", "H", "O", "H", "H", "O", "H", "H"], "positions_angstrom": [[12.8703, 13.1569, 15.4269], [12.4268, 14.3938, 14.6855], [11.5121, 15.2371, 15.5355], [12.1268, 15.6893, 16.7390], [11.2593, 16.1923, 17.7378], [13.6003, 15.1291, 14.1860], [12.0348, 12.6019, 15.8600], [13.5316, 13.5649, 16.1765], [13.4849, 12.5819, 14.8141], [11.9056, 14.2138, 13.8041], [10.6286, 14.6354, 15.8054], [11.1692, 16.0053, 14.8206], [10.4283, 15.5127, 17.9386], [10.8801, 17.1445, 17.4007], [11.8649, 16.3235, 18.6322], [14.4344, 15.0346, 14.7970], [13.8649, 14.6496, 13.3160], [23.6137, 24.0832, 13.9041], [22.2401, 23.4677, 14.1745], [22.2962, 22.1229, 14.7988], [23.0123, 22.1199, 16.0574], [22.6274, 21.1302, 17.0261], [21.3669, 24.3828, 14.9773], [24.2749, 23.5337, 13.2356], [24.2282, 24.2282, 14.8178], [23.4336, 25.0253, 13.4522], [21.7970, 23.2836, 13.2119], [22.9170, 21.4952, 14.1377], [21.2898, 21.6417, 14.8709], [21.5138, 20.9147, 17.0395], [22.9045, 21.5913, 17.9931], [23.1799, 20.2299, 16.8692], [21.4032, 25.3307, 14.5072], [21.8355, 24.5566, 15.9011], [16.5916, 17.3525, 13.9107], [17.3781, 18.3547, 14.7244], [17.3345, 19.6926, 14.0729], [18.4321, 20.4654, 14.5251], [18.3685, 21.7454, 13.9035], [16.8146, 18.5140, 16.0838], [16.4788, 16.3789, 14.3894], [17.0951, 17.3027, 12.9282], [15.6261, 17.8222, 13.7039], [18.4336, 17.9546, 14.6723], [16.4620, 20.2228, 14.4089], [17.3731, 19.7035, 12.9247], [17.4818, 22.3047, 14.3382], [18.2830, 21.5499, 12.7981], [19.2305, 22.3674, 14.1912], [17.2611, 19.3334, 16.5132], [16.8409, 17.7047, 16.6913], [16.0685, 12.0998, 9.2303], [15.1966, 12.3948, 10.4273], [15.5353, 11.4033, 11.5302], [15.3087, 10.1042, 10.9650], [15.4193, 9.0270, 11.9078], [15.1622, 13.7361, 11.0403], [16.1932, 12.8162, 8.4087], [15.7588, 11.1075, 8.9580], [17.1287, 12.0116, 9.5607], [14.2218, 12.2537, 9.9947], [15.0447, 11.6031, 12.4531], [16.5865, 11.5248, 11.6550], [16.4918, 8.7799, 11.8766], [14.7672, 8.1807, 11.6051], [15.0637, 9.3643, 12.9030], [16.0767, 14.1729, 11.1686], [14.6096, 14.4776, 10.6281], [16.7087, 12.1339, 17.1837], [17.4342, 12.1675, 15.9119], [17.7105, 10.7489, 15.3256], [18.2682, 9.9579, 16.3124], [17.4633, 8.8008, 16.5425], [16.9570, 13.0980, 14.9174], [16.3359, 13.0806, 17.5102], [17.2634, 11.7465, 18.0251], [15.7639, 11.6573, 17.0457], [18.5019, 12.4945, 16.0807], [18.4208, 10.7049, 14.5039], [16.7397, 10.4559, 14.9254], [17.4989, 8.1433, 15.6751], [16.3714, 9.0698, 16.7163], [17.8669, 8.1356, 17.3787], [17.6039, 13.0895, 14.1012], [16.0494, 12.8982, 14.5410], [16.8929, 21.6653, 17.3018], [15.6099, 22.5101, 17.0317], [14.5456, 21.5539, 16.3717], [13.5082, 22.2937, 15.7696], [13.8096, 22.8686, 14.4920], [15.2941, 23.1670, 18.3579], [17.6703, 22.3743, 17.5566], [17.1976, 21.2116, 16.3433], [16.7550, 20.9074, 18.0446], [15.7508, 23.3475, 16.3925], [14.1296, 20.9894, 17.2515], [15.0327, 20.8406, 15.6525], [14.0661, 23.9453, 14.4236], [12.9237, 22.7884, 13.8308], [14.5935, 22.2622, 14.0020], [15.2594, 22.4780, 19.1330], [14.3906, 23.6101, 18.3090], [19.9127, 14.6881, 9.5757], [19.5416, 14.6618, 11.0472], [19.0343, 16.0097, 11.5951], [19.9291, 17.0879, 11.5538], [19.4311, 18.2110, 10.7800], [18.5901, 13.6516, 11.2806], [20.3123, 13.7068, 9.2547], [20.5812, 15.5454, 9.5846], [19.0349, 14.8953, 8.9434], [20.4972, 14.4211, 11.5841], [18.8420, 15.7025, 12.6433], [18.0568, 16.2421, 11.1284], [18.4672, 18.5499, 11.1953], [19.2624, 17.8733, 9.7473], [20.1897, 18.9692, 10.8988], [18.4345, 13.1778, 10.4092], [18.8691, 12.9741, 11.8992], [15.2545, 20.2858, 11.0108], [16.3537, 20.7556, 10.6924], [14.3890, 21.0003, 11.7498], [14.8412, 18.9911, 10.7944], [13.4536, 20.6545, 11.7661], [14.4797, 22.0173, 11.8404], [15.5420, 18.3522, 10.6599], [14.1600, 18.6094, 11.4346], [11.8201, 18.5911, 12.6213], [12.0240, 18.1172, 11.5014], [12.6474, 18.3469, 13.7152], [10.8043, 19.4823, 12.8236], [12.5303, 18.9338, 14.5819], [12.9901, 17.4505, 13.7155], [10.5203, 19.7358, 13.7585], [10.2401, 19.5756, 12.0094], [16.6334, 24.2174, 10.8696], [15.4929, 23.8158, 11.1055], [17.0737, 25.4359, 11.3570], [17.6099, 23.4399, 10.3148], [16.3423, 26.1333, 11.3716], [17.9723, 25.8510, 11.0203], [18.6110, 23.6076, 10.5338], [17.3846, 22.3969, 10.2773], [20.3228, 13.8861, 14.1756], [19.7876, 12.7714, 13.8877], [19.5839, 14.9389, 14.7207], [21.6781, 14.1951, 13.9590], [18.6211, 14.8234, 15.0638], [20.0047, 15.7995, 15.0747], [22.1966, 13.4408, 13.5841], [22.1528, 14.9535, 14.3546], [22.1589, 21.4136, 11.2049], [21.2064, 21.6819, 11.9170], [22.7884, 22.2369, 10.3078], [22.7622, 20.1802, 11.2579], [22.3116, 23.1094, 10.1142], [23.3343, 21.9357, 9.5015], [23.7031, 20.1714, 11.0038], [22.3978, 19.6774, 12.0523], [11.7349, 20.0563, 16.0330], [12.3054, 19.4997, 16.6150], [12.2957, 20.8809, 16.0211], [21.4798, 17.0480, 15.5928], [21.3045, 17.7792, 14.9920], [22.0644, 17.3368, 16.3192], [13.8944, 18.1203, 16.9624], [13.4489, 17.3587, 16.5682], [14.7804, 18.1188, 16.5998], [21.2076, 18.5869, 13.4720], [20.8344, 17.9244, 12.8650], [20.6486, 19.3274, 13.4368]], "energy_ha": -3455.064347, "orbital_gap_ev": 9.04, "e_lumo_ev": 0.32}